[1]
{"formula": "C7H29NO6", "method": "ωB97M-V/def2-TZVPD", "elements": ["H", "H", "C", "H", "H", "H", "H", "H", "H", "C", "O", "C", "O", "O", "H", "H", "H", "O", "H", "H", "H", "O", "H", "C", "C", "H", "C", "H", "H", "H", "H", "O", "H", "H", "H", "H", "H", "N", "H", "H", "H", "C", "H"], "positions_angstrom": [[1.27040, -0.50242, 2.23952], [1.51145, -2.16007, 0.74527], [-1.60378, -0.33913, -1.60409], [0.72939, 0.21984, 3.77254], [2.66513, -2.48186, 1.61875], [3.81393, 0.77048, 0.25214], [0.13466, -3.38808, 1.82950], [0.13279, 0.61983, -2.64268], [-1.07141, -3.67347, 1.07529], [0.40235, -0.21678, 2.76783], [2.91665, 0.33129, 0.41568], [-0.98872, 0.57708, -2.56858], [1.65290, -1.16293, -1.44088], [1.97957, 2.85553, -1.10957], [0.43125, 2.15513, 0.74778], [-1.40859, 1.64194, -2.53058], [2.63193, -0.18279, -0.42248], [-1.48790, 2.94641, -0.94715], [-1.16742, 3.36573, -0.18480], [-1.79164, 2.01169, -0.75064], [-0.40262, -1.34531, 0.03577], [-0.73761, -3.14140, 1.81899], [-0.10970, -1.20430, 2.77413], [-0.78804, -0.28675, -0.30410], [-0.10561, 2.31434, 1.71232], [1.02635, 2.82058, -1.28853], [-0.53705, 0.86187, 2.02336], [-2.35200, 0.18657, 0.93027], [1.85228, -1.97605, -1.81384], [-1.85204, -2.41419, -1.07064], [-1.19937, 0.36299, -3.62704], [1.83314, -2.88648, 1.16802], [0.43515, 3.00374, 2.42225], [-1.06566, 2.92094, 1.56743], [-1.20989, 0.91051, 3.02729], [-2.41756, -1.90366, -2.60962], [0.14527, 0.27755, -0.65281], [-1.37948, 0.55075, 0.80611], [1.03079, -0.60224, -1.77214], [2.20214, 2.12089, -0.51116], [-2.68239, 0.04889, -1.32581], [-1.65278, -1.78378, -2.01256], [-0.78623, -2.22287, -2.56053]], "de_lowest_kcal_mol": 85.3, "total_energy_ev": -21492.647, "s2": 0.7551, "e_lumo_ev": [-2.8748, -7.9510], "multiplicity": 2, "total_charge": 1, "homo_lumo_gap_ha": [0.41294, 0.22632], "mol_weight_g_mol": 223.3, "homo_energy_ev": [-14.11, -14.11]}

---

[2]
{"formula": "C7H2F12NNiO2", "method": "ωB97M-V/def2-TZVPD", "elements": ["F", "C", "Ni", "O", "F", "F", "C", "F", "C", "H", "F", "H", "F", "N", "C", "O", "F", "F", "F", "F", "C", "C", "F", "C", "F"], "positions_angstrom": [[1.05969, -0.06393, 2.26508], [-0.30307, -2.57595, -0.75412], [-4.19491, -2.40549, 0.15609], [-1.27490, -3.30498, -0.87807], [-0.50625, 1.39395, 1.79590], [2.21045, 0.22229, -0.10482], [0.57863, 1.67158, -1.04158], [-1.87168, -0.78209, 2.66631], [0.11107, -1.91548, 0.55847], [-0.13420, -2.59482, 1.36964], [2.82812, 2.32204, -1.58114], [1.18583, -1.78465, 0.57007], [1.80880, 2.17256, 0.88105], [-0.55735, -0.60494, 0.73459], [1.56491, 2.47198, -1.98885], [0.50345, -2.36387, -1.75585], [1.46155, 1.99282, -3.22887], [1.24238, 3.75922, -1.97254], [-2.39514, -1.88929, 0.87080], [0.05389, 0.63747, -1.73135], [-1.82943, -0.68000, 1.34476], [0.29309, 0.44749, 1.26971], [-0.42707, 2.47896, -0.63681], [1.25802, 1.12219, 0.23633], [-2.66588, 0.27295, 0.95520]], "total_energy_ev": -86518.649, "s2": 2.0061, "e_lumo_ev": [-6.0908, -6.7609], "multiplicity": 3, "total_charge": 1, "homo_lumo_gap_ha": [0.32551, 0.29104], "mol_weight_g_mol": 418.8, "homo_energy_ev": [-14.95, -14.68]}

---

[3]
{"formula": "C7H2F3N2O2S", "method": "ωB97M-V/def2-TZVPD", "elements": ["O", "H", "F", "C", "C", "O", "C", "C", "S", "H", "F", "F", "N", "C", "N", "C", "C"], "positions_angstrom": [[-1.97457, -2.36948, -2.69966], [1.04090, 1.49565, 2.06552], [0.07569, 3.62670, 1.00965], [-0.20795, 2.36029, 0.67472], [-0.85569, -2.33278, -2.18250], [0.22336, -2.75763, -2.51045], [-0.70068, -1.60290, -0.71869], [2.03369, 1.55377, 0.13332], [-0.11959, -1.33753, 1.74192], [-1.27268, -3.26353, 0.86575], [-0.54247, 2.37938, -0.62083], [-1.26423, 2.05475, 1.43153], [0.04009, -0.46096, -0.71056], [-0.77156, -2.27609, 0.45649], [2.97210, 1.80812, -0.46925], [0.39835, -0.25458, 0.51982], [0.92527, 1.37685, 1.01322]], "total_energy_ev": -33351.303, "s2": 2.0212, "e_lumo_ev": [2.7852, 0.5649], "multiplicity": 3, "total_charge": -1, "homo_lumo_gap_ha": [0.18095, 0.21405], "mol_weight_g_mol": 235.2, "homo_energy_ev": [-2.14, -5.26]}

---

[4]
{"formula": "C7H31NO10", "method": "ωB97M-V/def2-TZVPD", "elements": ["H", "H", "H", "H", "H", "O", "O", "H", "C", "C", "C", "H", "H", "C", "H", "H", "O", "H", "O", "H", "H", "H", "N", "C", "C", "H", "O", "O", "O", "H", "H", "H", "H", "H", "O", "H", "O", "O", "H", "H", "C", "H", "H", "H", "H", "H", "H", "H", "H"], "positions_angstrom": [[-0.33061, -3.99157, 2.52282], [-1.05829, -2.27475, 2.64441], [2.16626, -3.76174, 1.49962], [-1.61031, -3.47261, 1.40910], [-0.97022, 2.15027, -3.47095], [1.69384, 0.71244, 2.47569], [-3.26123, 0.57792, -2.39498], [1.61786, 1.08366, -0.66986], [1.64393, -2.91615, 1.02981], [1.71385, 0.02282, -1.13162], [-1.20612, -1.09053, -0.26031], [4.39464, 0.65110, 2.79815], [-2.84511, 0.17976, -1.62885], [-0.82025, -3.11913, 2.02395], [3.27097, -1.78403, 0.44736], [-3.24480, 2.65294, 2.98767], [0.14076, -4.99534, -1.10972], [1.18830, -0.26315, -2.04703], [-0.85560, 3.41909, -0.20285], [-2.39772, 2.17723, -2.93590], [-1.49047, -0.08949, -0.08305], [-3.01488, 1.61151, 1.19503], [2.27116, -1.91329, 0.26877], [1.29552, -1.05050, -0.20981], [0.28334, -2.62951, 1.05675], [-3.93824, 1.08739, -1.86953], [-1.65982, 2.79214, -3.19243], [3.12411, 2.87074, 1.07888], [-3.54448, 3.03089, 2.18358], [-0.32636, -0.11511, -2.67539], [-0.12588, 3.99448, -0.33939], [4.28048, 1.50001, 1.50639], [0.62929, -4.44207, -1.70512], [-1.48109, -1.23323, -1.34685], [4.39599, 0.60565, 1.81370], [2.73782, -0.07860, -1.55235], [-0.07466, 0.14595, -3.58879], [-3.65907, 1.10087, 0.67322], [2.11286, -0.18649, 2.26096], [-0.07445, -4.45812, -0.31798], [0.06830, -1.53793, 0.13986], [-3.12541, 3.86567, 2.17489], [-1.95319, -1.55554, 0.38196], [0.65549, -0.37154, -3.92479], [-4.55161, 1.48704, 0.78182], [-1.33049, 3.40092, -1.04418], [2.56138, 3.27188, 1.74798], [1.54171, 1.17090, 1.68793], [2.56923, 2.43838, 0.45570]], "smiles": "Cc1c[nH]c(C)c1C.O.O.O.O.O.O.O.O.O.O", "de_lowest_kcal_mol": 32.2, "total_energy_ev": -29725.608, "e_lumo_ev": 0.0112, "multiplicity": 1, "total_charge": 0, "homo_lumo_gap_ha": 0.30381, "mol_weight_g_mol": 289.3, "homo_energy_ev": -8.26}

---

[5]
{"formula": "C7H31NO9", "method": "ωB97M-V/def2-TZVPD", "elements": ["H", "H", "H", "H", "O", "H", "H", "H", "O", "H", "H", "H", "H", "H", "H", "O", "O", "H", "O", "H", "O", "C", "C", "H", "N", "H", "H", "O", "H", "C", "H", "O", "H", "O", "H", "H", "H", "C", "C", "H", "H", "C", "C", "H", "H", "H", "H", "H"], "positions_angstrom": [[0.90710, -3.81780, 0.47515], [3.40079, 1.91206, 3.77926], [-2.49119, -0.12690, -2.86156], [-1.44194, -0.99052, 2.16722], [-4.49219, -1.11076, 0.91148], [2.42313, 2.82323, 3.30092], [3.29427, -1.42276, -4.02103], [-1.33006, -4.50266, 2.55807], [-1.23842, -3.59639, 2.59286], [-4.86920, -0.23532, 1.24025], [0.50335, 1.41830, 1.67012], [2.58314, 2.66418, -1.81425], [-2.28670, 0.73370, -0.05981], [4.81124, -0.76120, 1.08888], [0.22031, -0.85553, 2.85465], [-3.38638, 0.05839, -3.16717], [4.47403, -0.05691, 1.53506], [-1.76853, 0.01240, 4.14536], [-2.96779, 1.34473, -0.46326], [-4.48102, -0.98536, -0.04017], [1.41011, -2.98286, 0.48554], [0.10519, 0.34040, 1.37637], [-1.38139, 0.69226, 3.37451], [0.58747, -2.49941, 0.30383], [-1.03628, -0.91142, -0.41492], [-3.36945, 1.04173, -3.54944], [1.28318, 2.49975, -3.05529], [2.68540, -0.93890, -4.31077], [4.50330, -0.44840, 2.34647], [-0.02634, 1.27525, -2.20681], [0.04341, 2.10834, -4.23384], [3.42629, 2.13020, -1.74385], [-0.81427, 1.62536, 3.60080], [2.54177, 2.19002, 4.13592], [-1.97447, -3.15396, 2.92642], [1.96428, -1.27270, -3.75046], [1.27651, 0.84435, -3.88199], [-0.19009, 0.16007, 0.00876], [0.55031, 0.75439, -1.12228], [-3.27281, 0.84864, -1.24207], [-2.05782, 1.19471, 2.52574], [0.66738, 1.61354, -3.39456], [-0.57771, -0.29971, 2.45806], [-1.51375, -1.49682, 0.28742], [3.35875, 1.47306, -2.44915], [1.58426, 0.67732, -1.15465], [-1.04109, 1.53595, -2.03738], [-0.59611, -1.50607, -1.17439]], "smiles": "C/C=C/C(N)=C/CC.O.O.O.O.O.O.O.O.O", "de_lowest_kcal_mol": 158.6, "total_energy_ev": -27674.466, "e_lumo_ev": 0.1076, "multiplicity": 1, "total_charge": 0, "homo_lumo_gap_ha": 0.29994, "mol_weight_g_mol": 273.3, "homo_energy_ev": -8.05}